*i*
The molecule C4H10O. Source: the Open Molecules 2025 dataset; level of theory: the ωB97M-V functional and the def2-TZVPD basis.

HOMO-LUMO gap (hartree): 0.401
SMILES: COC(C)C

Last column: Mulliken charge in e.
CARTESIAN COORDINATES (ANGSTROEM)
C1 1.8334 -0.3362 -0.7662  -0.73
O1 1.0725 -0.2291 0.4062  -0.37
C2 -0.1911 0.3840 0.2083  0.62
C3 -1.0929 -0.3844 -0.7704  -1.27
C4 -0.8205 0.4925 1.5952  -1.39
H1 1.3959 -1.0588 -1.4662  0.26
H2 2.8269 -0.6879 -0.4820  0.26
H3 1.9251 0.6314 -1.2864  0.30
H4 -0.0205 1.3952 -0.2028  0.24
H5 -1.5959 -1.2210 -0.2750  0.30
H6 -0.5523 -0.7909 -1.6312  0.38
H7 -1.8540 0.2905 -1.1748  0.34
H8 -1.9064 0.6123 1.5288  0.36
H9 -0.4121 1.3308 2.1676  0.33
H10 -0.6081 -0.4284 2.1489  0.35

***

*ii*
A cluster of 2 separate species, C4H10O in total. Source: the Open Molecules 2025 dataset; level of theory: the ωB97M-V functional and the def2-TZVPD basis.

HOMO-LUMO gap (hartree): 0.381
SMILES: C=CCC.O

Last column: Mulliken charge in e.
CARTESIAN COORDINATES (ANGSTROEM)
C1 -1.3017 -2.6565 0.8693  -0.91
C2 0.2536 -2.7077 0.4099  -0.54
C3 0.9796 -1.5797 -0.2505  -0.13
C4 1.0441 -0.3021 0.1794  -0.84
H1 -1.6929 -1.6436 0.5565  0.29
H2 -1.8993 -3.3719 0.3673  0.31
H3 -1.4476 -2.8101 1.9456  0.26
H4 0.2668 -3.5959 -0.3297  0.23
H5 0.8523 -3.0597 1.1483  0.44
H6 1.4620 -1.8806 -1.1906  0.27
H7 1.3501 0.4093 -0.5957  0.23
H8 0.7450 0.0102 1.0552  0.39
H9 -1.1341 6.0022 -1.7362  0.33
H10 -0.9218 6.1236 -0.2793  0.31
O1 -0.4293 5.9115 -1.0237  -0.63

***

*iii*
A cluster of 3 separate species, C4H10O in total. Source: the Open Molecules 2025 dataset; level of theory: the ωB97M-V functional and the def2-TZVPD basis.

HOMO-LUMO gap (hartree): 0.399
SMILES: [H][H].CC=O.C=C

Last column: Mulliken charge in e.
CARTESIAN COORDINATES (ANGSTROEM)
C1 -1.7168 0.1570 1.2812  -0.80
C2 -1.3562 0.7428 -0.0628  -0.14
O1 -0.4552 1.5313 -0.2303  -0.47
C3 1.9463 0.5520 -0.4981  -0.39
C4 1.9930 -0.7568 -0.7300  -0.78
H1 -2.3102 -0.7586 1.1932  0.31
H2 -2.3225 0.9072 1.8009  0.32
H3 -0.8197 -0.0273 1.8796  0.27
H4 -0.7244 -1.2709 -0.6222  0.37
H5 -2.0163 0.4641 -0.9102  0.47
H6 1.9605 0.9702 0.5043  0.25
H7 1.8255 1.2727 -1.3010  0.24
H8 2.0658 -1.4875 0.0733  0.34
H9 1.9222 -1.1648 -1.7371  0.33
H10 0.0081 -1.1314 -0.6408  -0.33

***

The least stable of them is *iii*.

***

*i*
The molecule C8H10N2O3. Source: the Open Molecules 2025 dataset; level of theory: the ωB97M-V functional and the def2-TZVPD basis.

HOMO-LUMO gap (hartree): 0.336
SMILES: Cc1cncc(C)c1[C@@H](O)[N+](=O)[O-]

Last column: Mulliken charge in e.
CARTESIAN COORDINATES (ANGSTROEM)
C1 1.9013 1.3888 0.4300  -0.52
C2 -0.0643 2.0522 1.2753  -0.80
C3 1.3195 0.3267 -0.2185  1.11
C4 -0.7944 1.0908 0.5835  0.92
C5 -0.0658 0.1689 -0.2489  0.18
C6 2.2446 -0.6266 -0.9695  -1.38
C7 -2.3064 1.0330 0.7559  -1.60
C8 -0.8325 -1.0336 -0.8648  -0.31
N1 1.2137 2.2805 1.0693  -0.65
N2 -0.7702 -2.0082 0.3135  1.19
O1 -1.3173 -1.6554 1.2904  -0.57
O2 -0.3017 -3.0939 -0.0486  -0.72
O3 -0.3407 -1.5199 -2.0047  -0.54
H1 3.0004 1.4922 0.3325  0.24
H2 -0.4605 2.7452 1.9239  0.50
H3 2.3711 -1.4616 -0.3254  0.32
H4 1.7151 -0.8848 -1.9279  0.30
H5 3.3181 -0.0250 -1.0976  0.34
H6 -2.8218 1.5203 0.0035  0.32
H7 -2.6767 -0.0793 0.8801  0.30
H8 -2.5135 1.4507 1.6556  0.49
H9 -1.9261 -0.8119 -0.9827  0.43
H10 0.1081 -2.3490 -1.8249  0.43

***

*ii*
A cluster of 2 separate species, C8H10N2O3 in total. Source: the Open Molecules 2025 dataset; level of theory: the ωB97M-V functional and the def2-TZVPD basis.

HOMO-LUMO gap (hartree): 0.339
SMILES: C=C1OCCO1.Oc1cccnn1

Last column: Mulliken charge in e.
CARTESIAN COORDINATES (ANGSTROEM)
C1 0.4253 -2.2937 1.1728  -0.39
C2 -0.4346 -1.2831 1.6301  -0.26
C3 0.0666 -2.9279 -0.0112  -0.35
C4 -1.6348 -1.0978 0.8806  0.64
C5 0.1126 2.9329 -0.8586  -0.33
C6 0.2307 2.2232 0.4809  -0.25
C7 1.1878 0.9322 -1.1289  0.65
C8 1.7817 -0.1883 -1.6121  -0.90
N1 -1.0112 -2.6370 -0.6585  -0.52
N2 -1.8348 -1.8016 -0.1632  -0.35
O1 -2.5515 -0.1845 1.2471  -0.54
O2 1.1887 2.1992 -1.5923  -0.40
O3 0.7792 0.9504 0.2473  -0.27
H1 1.3306 -2.4708 1.6029  0.45
H2 -0.2377 -0.6456 2.3946  0.49
H3 0.7244 -3.7100 -0.4113  0.43
H4 -0.8651 2.5514 -1.2237  0.26
H5 0.4010 4.0326 -1.0342  0.26
H6 0.8372 2.6987 1.2114  0.34
H7 -0.8912 2.1223 0.9288  0.16
H8 1.6890 -1.0280 -0.9659  0.28
H9 1.9195 -0.3900 -2.7164  0.23
H10 -3.2133 0.0153 0.5800  0.35

***

The least stable of them is *i*.

***

*i*
The molecule C3H8SSi. Source: the Open Molecules 2025 dataset; level of theory: the ωB97M-V functional and the def2-TZVPD basis.

HOMO-LUMO gap (hartree): 0.347
SMILES: C[Si]1(C)CS1

Last column: Mulliken charge in e.
CARTESIAN COORDINATES (ANGSTROEM)
C1 1.3839 0.3270 -1.2703  -0.57
C2 -0.4165 1.5102 1.1276  -1.15
C3 -0.5976 -1.5564 0.5368  -0.96
Si1 0.4980 0.0129 0.3771  0.32
S1 2.6968 -0.1475 -0.0037  -0.28
H1 1.2688 -0.4318 -2.1766  0.25
H2 1.5304 1.3106 -1.5920  0.33
H3 -0.7831 1.5575 2.1029  0.42
H4 0.2500 2.3742 1.2216  0.35
H5 -1.3335 1.8629 0.6061  0.35
H6 -1.2296 -1.4417 -0.2868  0.33
H7 -0.0365 -2.4552 0.4480  0.33
H8 -1.0582 -1.6822 1.5571  0.28

***

*ii*
The molecule C3H8SSi. Source: the Open Molecules 2025 dataset; level of theory: the ωB97M-V functional and the def2-TZVPD basis.

HOMO-LUMO gap (hartree): 0.358
SMILES: C1C[SiH2]SC1

Last column: Mulliken charge in e.
CARTESIAN COORDINATES (ANGSTROEM)
C1 -0.3001 0.0595 -1.0848  -0.80
C2 1.1815 0.3565 -0.3086  -0.64
C3 -1.3434 -0.6851 -0.2647  -0.58
Si1 0.6951 0.3831 1.4681  0.43
S1 -1.4535 0.2437 1.3920  -0.25
H1 -0.6982 1.0165 -1.1645  0.35
H2 -0.2246 -0.3894 -2.0806  0.42
H3 1.7008 -0.5882 -0.6613  0.31
H4 1.4782 1.3006 -0.7991  0.37
H5 -2.1953 -0.6665 -0.8998  0.37
H6 -1.0877 -1.6838 0.0935  0.32
H7 1.0857 -0.9029 2.2683  -0.09
H8 1.1615 1.5560 2.0415  -0.20

***

The least stable of them is *ii*.

***

*i*
The ion C3H8N3 with charge +1. Source: the Open Molecules 2025 dataset; level of theory: the ωB97M-V functional and the def2-TZVPD basis.

HOMO-LUMO gap (hartree): 0.369
Charge: +1
SMILES: N[C@H]1NC=C[NH2+]1

Last column: Mulliken charge in e.
CARTESIAN COORDINATES (ANGSTROEM)
C1 -0.2125 1.1184 -1.0317  -0.12
C2 0.3108 -0.0219 -1.5017  -0.50
C3 -0.5061 -0.1943 0.8211  0.00
N1 -0.7893 1.0019 0.2206  -0.18
N2 0.4856 -0.0354 1.6868  -0.43
N3 0.0697 -1.1239 -0.5897  -0.35
H1 -0.0966 2.2060 -1.4906  0.32
H2 1.0514 -0.0857 -2.2679  0.38
H3 -1.3448 -0.9209 1.1294  0.38
H4 -1.1585 1.7020 0.7851  0.18
H5 0.8678 -0.6903 2.4080  0.27
H6 1.1641 0.5822 1.1759  0.30
H7 -0.7024 -1.7257 -1.0776  0.39
H8 0.8607 -1.8123 -0.2677  0.35

***

*ii*
A structure of composition C3H8N3. Source: the Open Molecules 2025 dataset; level of theory: the ωB97M-V functional and the def2-TZVPD basis.

HOMO-LUMO gap (spin up / spin down) (hartree): 0.316 / 0.316
Charge: +1

Last column: Mulliken charge in e.
CARTESIAN COORDINATES (ANGSTROEM)
C1 1.9158 -2.6304 -0.3620  0.27
C2 0.3085 -0.1287 0.4460  0.24
C3 0.8866 -1.5669 -0.2949  -0.72
N1 2.6198 -3.4849 -0.0819  -0.10
N2 -0.8309 0.3075 0.2079  -0.46
N3 -1.7092 2.7078 0.0791  -0.75
H1 1.1105 0.2423 0.9983  0.37
H2 0.0996 -2.0302 -0.9570  0.17
H3 3.4698 -3.9564 -0.2835  0.32
H4 -1.2455 1.5143 0.1862  0.42
H5 -1.4226 -0.2869 -0.4175  0.23
H6 -0.9407 3.4490 0.2726  0.36
H7 -2.2287 2.6598 0.9609  0.36
H8 -2.0329 3.2037 -0.7543  0.30

***

*iii*
The ion C3H8N3 with charge +1. Source: the Open Molecules 2025 dataset; level of theory: the ωB97M-V functional and the def2-TZVPD basis.

HOMO-LUMO gap (hartree): 0.420
Charge: +1
SMILES: C[N@@H+]1CN=CN1

Last column: Mulliken charge in e.
CARTESIAN COORDINATES (ANGSTROEM)
C1 -1.0259 1.7455 0.5706  -0.09
C2 1.0060 1.0226 0.4408  -0.34
C3 0.1035 -1.3314 -0.0175  -0.88
N1 0.1459 1.9204 1.0082  -0.28
N2 -1.1605 0.7516 -0.4492  -0.54
N3 0.0453 0.0802 -0.5353  0.24
H1 -1.8389 2.3668 0.7615  0.46
H2 1.7031 1.5648 -0.2569  0.32
H3 1.5387 0.4904 1.1375  0.35
H4 0.0729 -1.4717 1.0815  0.35
H5 -0.6276 -1.8606 -0.4629  0.36
H6 1.1469 -1.7649 -0.1073  0.39
H7 -1.4946 1.2653 -1.2740  0.30
H8 0.4168 0.0475 -1.4738  0.38

***

*iv*
A cluster of 2 separate species, C3H8N3 in total. Source: the Open Molecules 2025 dataset; level of theory: the ωB97M-V functional and the def2-TZVPD basis.

HOMO-LUMO gap (hartree): 0.405
Charge: +1

Last column: Mulliken charge in e.
CARTESIAN COORDINATES (ANGSTROEM)
C1 0.7605 -2.6724 1.0469  -0.15
C2 -0.3562 0.3759 -1.3074  -0.25
C3 -1.2732 1.8097 0.3284  -0.85
N1 0.8611 0.4113 -1.4127  -0.08
N2 1.7137 -3.2682 0.7674  -0.13
N3 -0.8659 0.4083 0.2157  -0.22
H1 1.3280 0.4012 -0.5452  0.22
H2 -1.8016 2.1047 -0.5034  0.36
H3 -1.8153 1.8878 1.2037  0.41
H4 -0.2632 2.2839 0.4990  0.34
H5 1.2511 0.4935 -2.3582  0.30
H6 2.3669 -4.0506 0.8521  0.29
H7 -1.6898 -0.2463 0.2373  0.38
H8 -0.2161 0.0612 0.9763  0.37

***

The least stable of them is *iv*.